No. 1
{
  "formula": "C13H39BrN7O4P3S",
  "method": "ωB97M-V with the def2-TZVPD basis set",
  "e_homo_ev": -8.28,
  "charge": 0,
  "homo_lumo_gap_ev": 7.23,
  "elements": ["O", "C", "O", "N", "Br", "P", "S", "H", "H", "H", "O", "P", "N", "C", "C", "N", "C", "C", "N", "C", "C", "H", "H", "H", "H", "H", "H", "H", "H", "H", "H", "H", "H", "H", "H", "H", "H", "H", "H", "O", "P", "N", "C", "C", "N", "C", "C", "N", "C", "C", "H", "H", "H", "H", "H", "H", "H", "H", "H", "H", "H", "H", "H", "H", "H", "H", "H", "H"],
  "xyz": [[3.739, -1.133, -0.377], [3.158, -0.726, -1.338], [1.889, -1.146, -1.629], [3.683, 0.188, -2.307], [3.861, 1.902, -1.587], [5.099, -0.403, -3.128], [6.299, 1.000, -3.698], [1.932, -1.954, -2.149], [4.629, -1.065, -4.272], [5.767, -1.347, -2.331], [-0.942, 3.142, -4.714], [-1.559, 3.556, -3.402], [-0.474, 4.798, -2.931], [-0.220, 5.205, -1.568], [-0.515, 5.969, -3.801], [-1.238, 2.084, -2.520], [0.071, 1.892, -1.916], [-1.608, 0.894, -3.278], [-2.857, 4.024, -2.279], [-3.185, 3.254, -1.089], [-4.107, 4.341, -3.006], [-1.028, 5.818, -1.143], [0.698, 5.796, -1.536], [-0.054, 4.359, -0.905], [-1.398, 6.596, -3.600], [-0.545, 5.667, -4.848], [0.381, 6.577, -3.670], [0.893, 2.155, -2.594], [0.203, 0.854, -1.609], [0.173, 2.475, -0.998], [-0.853, 0.623, -4.024], [-2.554, 1.046, -3.804], [-1.748, 0.050, -2.598], [-3.568, 2.254, -1.308], [-3.954, 3.800, -0.535], [-2.329, 3.167, -0.424], [-4.581, 3.444, -3.418], [-3.896, 5.022, -3.836], [-4.821, 4.844, -2.352], [0.234, -2.308, 5.346], [0.289, -2.802, 3.923], [-1.386, -2.854, 3.552], [-1.990, -3.719, 2.564], [-2.016, -1.539, 3.514], [0.902, -4.404, 4.257], [-0.028, -5.451, 4.653], [2.035, -4.378, 5.178], [0.841, -2.868, 2.237], [1.456, -4.048, 1.653], [1.658, -1.681, 1.889], [-1.821, -3.377, 1.532], [-3.069, -3.755, 2.731], [-1.641, -4.746, 2.642], [-1.776, -0.998, 2.585], [-1.683, -0.931, 4.356], [-3.100, -1.629, 3.595], [-0.742, -5.119, 5.417], [0.519, -6.308, 5.049], [-0.584, -5.836, 3.796], [1.722, -4.268, 6.221], [2.707, -3.548, 4.944], [2.613, -5.301, 5.080], [2.418, -4.307, 2.103], [1.620, -3.851, 0.589], [0.796, -4.910, 1.709], [2.641, -1.709, 2.372], [1.147, -0.767, 2.214], [1.798, -1.606, 0.819]],
  "atomic_forces_ev_per_a": [[0.2, 0.4, -0.4], [-0.2, -0.7, 0.5], [0.1, 0.3, -0.1], [0.4, -0.5, -0.1], [-0.1, 0.0, 0.1], [1.2, 1.6, -0.8], [-0.1, -0.2, 0.1], [-0.2, -0.2, -0.1], [-0.5, -0.4, 0.5], [-0.6, -0.2, 0.2], [-3.0, 1.4, -1.0], [4.4, -1.8, 3.7], [0.2, -0.1, -0.3], [-0.5, 0.0, 0.4], [-0.1, -0.2, -0.5], [0.2, 0.1, 0.6], [0.2, 0.3, 0.1], [-0.2, 0.1, -0.2], [-1.5, 0.3, -2.6], [0.2, -0.4, 0.2], [0.2, 0.4, -0.1], [0.0, 0.0, 0.0], [0.0, 0.0, -0.1], [-0.1, 0.0, -0.1], [0.1, 0.1, 0.1], [0.0, -0.1, 0.0], [0.0, 0.0, 0.1], [0.0, 0.0, 0.0], [-0.2, -0.1, -0.2], [0.1, 0.0, -0.1], [0.0, 0.0, -0.1], [0.0, 0.0, 0.0], [0.0, 0.1, 0.1], [0.0, 0.0, 0.0], [0.0, 0.2, -0.2], [0.1, -0.1, -0.1], [-0.1, 0.0, 0.1], [0.0, -0.1, 0.0], [0.1, 0.0, 0.1], [1.5, 2.6, -1.7], [-2.5, -5.4, 0.8], [-0.1, 0.1, 0.4], [0.3, -0.1, -0.5], [0.2, 0.3, 0.3], [-0.3, -0.4, -0.4], [-0.3, 0.1, -0.1], [0.1, 0.3, -0.1], [1.2, 2.7, 0.8], [0.1, -0.5, 0.2], [-0.5, 0.2, 0.2], [0.0, 0.0, 0.0], [0.0, 0.1, 0.1], [0.1, 0.1, 0.0], [-0.1, 0.0, 0.0], [0.1, -0.1, 0.0], [0.0, -0.1, -0.1], [0.0, -0.1, 0.0], [0.1, 0.1, 0.1], [0.0, 0.1, 0.1], [0.0, 0.1, 0.0], [0.0, 0.0, 0.0], [-0.1, 0.0, -0.1], [0.0, -0.1, 0.0], [-0.1, 0.3, 0.1], [0.0, 0.0, 0.2], [0.1, 0.0, -0.1], [0.0, -0.1, 0.1], [-0.1, -0.1, -0.1]]
}

---

No. 2
{
  "formula": "C39H39Cl2I2N6OPRu",
  "method": "ωB97M-V with the def2-TZVPD basis set",
  "relative_energy_ev": 0.000,
  "e_homo_ev": [-1.73, -3.58],
  "s_squared": 0.768,
  "charge": -1,
  "homo_lumo_gap_ev": [4.08, 5.93],
  "multiplicity": 2,
  "elements": ["Ru", "I", "C", "C", "C", "I", "C", "C", "C", "C", "N", "C", "C", "O", "H", "H", "H", "H", "C", "C", "C", "C", "N", "C", "C", "C", "C", "C", "C", "C", "H", "H", "H", "H", "H", "H", "H", "H", "Cl", "C", "C", "C", "C", "C", "Cl", "C", "N", "H", "H", "H", "C", "N", "C", "C", "N", "N", "C", "C", "H", "H", "H", "H", "H", "H", "H", "H", "H", "H", "H", "H", "H", "C", "P", "C", "C", "C", "C", "C", "C", "C", "H", "H", "H", "H", "H", "H", "H", "H", "H", "H", "H"],
  "xyz": [[0.230, -0.014, -0.261], [-4.989, 0.049, -0.028], [-3.575, 0.017, 1.509], [-3.966, 0.256, 2.822], [-3.018, 0.255, 3.825], [-3.688, 0.591, 5.784], [-1.643, 0.036, 3.571], [-0.604, 0.006, 4.537], [0.708, -0.262, 4.102], [0.988, -0.433, 2.774], [0.027, -0.363, 1.806], [-1.287, -0.172, 2.217], [-2.240, -0.226, 1.169], [-1.843, -0.474, -0.059], [-5.005, 0.447, 3.049], [-0.825, 0.160, 5.583], [1.520, -0.318, 4.817], [1.993, -0.621, 2.425], [-2.088, 3.626, -0.354], [-1.319, 4.598, 0.269], [-0.140, 4.217, 0.870], [0.277, 2.878, 0.844], [-0.431, 1.968, 0.159], [-1.599, 2.339, -0.393], [1.485, 2.513, 1.605], [1.704, 3.173, 2.815], [2.892, 3.057, 3.508], [3.907, 2.284, 2.952], [3.698, 1.588, 1.781], [2.459, 1.621, 1.102], [-3.042, 3.847, -0.812], [-1.637, 5.633, 0.292], [0.487, 4.943, 1.368], [-2.164, 1.537, -0.851], [0.909, 3.789, 3.220], [3.031, 3.566, 4.453], [4.861, 2.194, 3.460], [4.484, 0.953, 1.393], [3.599, -1.834, 0.563], [4.001, -0.713, -0.704], [5.023, -1.057, -1.573], [5.447, -0.148, -2.529], [4.880, 1.117, -2.564], [3.859, 1.431, -1.683], [3.274, 3.070, -1.659], [3.314, 0.513, -0.766], [2.213, 0.830, 0.011], [5.495, -2.026, -1.478], [6.245, -0.407, -3.212], [5.231, 1.868, -3.258], [2.195, -2.903, -2.341], [1.043, -3.687, -1.921], [0.206, -4.289, -2.954], [0.413, -3.320, -0.741], [0.471, -2.161, -0.201], [-0.353, -4.341, -0.184], [-1.313, -3.983, 0.844], [0.232, -5.657, -0.026], [2.331, -3.012, -3.415], [3.094, -3.269, -1.844], [2.078, -1.848, -2.099], [-0.603, -3.626, -3.283], [-0.245, -5.217, -2.604], [0.832, -4.524, -3.813], [0.107, -2.181, 0.749], [-1.800, -3.040, 0.593], [-0.851, -3.885, 1.836], [-2.073, -4.764, 0.899], [1.047, -5.786, -0.734], [-0.519, -6.432, -0.200], [0.630, -5.791, 0.988], [0.743, -0.471, -3.978], [-0.062, 0.387, -2.557], [0.180, 2.086, -3.197], [-1.785, -0.001, -3.069], [-2.620, 0.881, -3.746], [-3.879, 0.477, -4.179], [-4.310, -0.819, -3.947], [-3.491, -1.702, -3.255], [-2.247, -1.291, -2.809], [0.314, -0.090, -4.907], [0.556, -1.541, -3.925], [1.820, -0.295, -3.973], [-0.146, 2.177, -4.235], [-0.331, 2.826, -2.583], [1.247, 2.296, -3.145], [-2.302, 1.899, -3.933], [-4.521, 1.179, -4.696], [-5.292, -1.134, -4.279], [-3.840, -2.702, -3.029], [-1.634, -1.959, -2.216]],
  "atomic_forces_ev_per_a": [[-0.6, 0.6, 0.0], [0.0, 0.0, 0.0], [-0.1, 0.0, 0.0], [0.0, 0.0, 0.0], [0.0, 0.0, 0.0], [0.0, 0.0, 0.0], [0.0, 0.0, 0.0], [0.0, 0.0, 0.0], [0.0, 0.0, 0.0], [-0.1, -0.1, 0.0], [0.1, 0.2, 0.2], [0.0, -0.1, -0.2], [0.1, 0.0, 0.1], [0.3, -0.2, -0.1], [0.0, 0.0, 0.0], [0.0, 0.0, 0.0], [0.0, 0.0, 0.0], [0.0, 0.0, 0.0], [0.0, 0.0, 0.0], [0.0, 0.0, 0.0], [-0.1, 0.0, 0.0], [0.0, -0.1, 0.2], [0.2, -0.1, -0.5], [-0.1, -0.1, 0.1], [-0.1, 0.0, -0.1], [0.0, 0.0, 0.0], [0.0, 0.1, 0.0], [0.0, 0.0, 0.0], [0.0, 0.0, 0.0], [0.0, -0.1, -0.2], [0.0, 0.0, 0.0], [0.0, 0.0, 0.0], [0.0, 0.0, 0.0], [0.0, 0.0, -0.1], [0.0, 0.0, 0.0], [0.0, 0.0, 0.0], [0.0, 0.0, 0.0], [0.0, 0.0, 0.0], [0.0, 0.0, 0.0], [-0.1, -0.1, 0.0], [0.0, 0.0, 0.0], [0.0, 0.0, 0.0], [0.0, 0.0, 0.0], [0.0, 0.0, 0.0], [0.0, 0.0, -0.1], [0.1, -0.1, 0.1], [0.1, -0.1, 0.0], [0.0, 0.0, 0.0], [0.0, 0.0, 0.0], [0.0, 0.0, 0.0], [0.0, 0.0, 0.1], [-0.1, 0.2, -0.1], [0.1, -0.1, 0.0], [-0.3, -0.1, 0.2], [0.2, 0.0, -0.2], [0.0, 0.0, -0.1], [0.0, 0.0, 0.0], [0.0, 0.0, 0.0], [0.0, 0.0, 0.0], [0.0, 0.0, 0.0], [0.0, 0.0, 0.0], [0.0, 0.0, 0.0], [0.0, 0.0, 0.0], [0.0, 0.0, 0.0], [0.1, -0.1, 0.0], [0.0, 0.0, 0.0], [0.0, 0.0, 0.0], [0.0, 0.0, 0.0], [0.0, 0.0, 0.0], [0.0, 0.0, 0.0], [0.0, 0.0, 0.0], [0.1, 0.0, 0.1], [0.0, -0.1, 0.3], [0.0, 0.0, 0.1], [0.0, 0.0, 0.0], [0.0, 0.0, 0.0], [0.0, 0.0, 0.0], [0.0, 0.0, 0.0], [0.0, 0.0, 0.0], [0.0, 0.0, 0.0], [0.0, 0.0, 0.0], [0.0, 0.0, 0.0], [0.0, 0.0, 0.0], [0.0, 0.0, 0.0], [0.0, 0.0, 0.0], [0.0, 0.0, 0.0], [0.0, 0.0, 0.0], [0.0, 0.0, 0.0], [0.0, 0.0, 0.0], [0.0, 0.0, 0.0], [0.0, 0.0, 0.0]]
}

---

No. 3
{
  "formula": "C4H15NO2",
  "method": "ωB97M-V with the def2-TZVPD basis set",
  "relative_energy_ev": 0.961,
  "e_homo_ev": -9.20,
  "charge": 0,
  "homo_lumo_gap_ev": 9.80,
  "smiles": "CC(C)CN.O.O",
  "elements": ["C", "C", "C", "C", "N", "H", "H", "H", "H", "H", "H", "H", "H", "H", "H", "H", "H", "H", "O", "H", "H", "O"],
  "xyz": [[0.848, -0.372, 0.642], [1.869, -1.093, 1.547], [2.556, -2.311, 0.904], [2.897, -0.127, 2.130], [-0.228, -1.303, 0.227], [1.375, -0.005, -0.227], [0.429, 0.445, 1.225], [1.281, -1.414, 2.414], [3.377, -1.931, 0.289], [1.870, -2.932, 0.334], [2.987, -2.885, 1.724], [2.383, 0.766, 2.491], [3.465, -0.561, 2.945], [3.602, 0.229, 1.375], [-0.192, -2.061, 0.897], [-0.041, -1.672, -0.694], [-5.133, 3.332, -1.659], [-3.962, 3.793, -2.230], [-4.387, 3.881, -1.357], [-4.918, 2.697, -4.804], [-4.993, 1.293, -4.198], [-5.086, 2.230, -3.976]],
  "atomic_forces_ev_per_a": [[0.3, -1.2, 0.3], [-0.1, 0.1, 0.2], [0.0, 0.9, 0.6], [-0.2, 0.4, -0.4], [0.4, 0.7, 0.3], [0.0, 0.4, -0.3], [-0.1, 0.2, -0.2], [-0.1, -0.3, 0.0], [-0.1, -0.3, -0.2], [0.1, 0.0, -0.1], [0.1, -0.3, -0.2], [0.1, 0.0, 0.2], [0.1, -0.1, 0.1], [0.1, -0.1, -0.1], [-0.4, -0.2, -0.3], [0.0, -0.2, 0.1], [-0.3, 0.2, 1.0], [0.7, 0.5, 0.6], [-0.4, -0.7, -1.5], [-0.1, -0.1, 0.1], [0.0, 0.3, 0.1], [0.1, -0.1, -0.2]]
}

---

No. 4
{
  "formula": "C3H7OS",
  "method": "ωB97M-V with the def2-TZVPD basis set",
  "relative_energy_ev": 1.352,
  "e_homo_ev": -3.28,
  "charge": -1,
  "homo_lumo_gap_ev": 7.24,
  "elements": ["S", "H", "C", "O", "C", "C", "H", "H", "H", "H", "H", "H"],
  "xyz": [[1.860, 0.710, 1.306], [1.607, 1.724, 2.132], [-0.549, 0.308, -0.762], [-0.890, 0.688, 0.549], [-0.812, -1.170, -1.028], [-1.801, -1.657, -1.772], [0.549, 0.561, -1.001], [-1.183, 0.906, -1.466], [0.046, 0.647, 1.033], [-0.210, -1.895, -0.493], [-2.314, -2.606, -1.521], [-2.160, -1.087, -2.600]],
  "atomic_forces_ev_per_a": [[0.9, -0.2, 0.3], [0.0, 0.2, 0.2], [0.9, 0.7, -1.6], [0.7, -0.7, -0.3], [-0.1, 0.1, 0.5], [-0.1, -0.6, 0.4], [-1.4, -0.3, 0.5], [0.4, -0.4, 0.3], [-1.0, 0.1, -0.4], [-0.2, 0.2, 0.9], [1.0, 0.1, -0.8], [-1.0, 0.7, -0.1]]
}

---

No. 5
{
  "formula": "C19H21ClN2O4S",
  "method": "ωB97M-V with the def2-TZVPD basis set",
  "relative_energy_ev": 0.651,
  "e_homo_ev": -8.98,
  "charge": 0,
  "homo_lumo_gap_ev": 9.49,
  "smiles": "COc1ccc(S(=O)(=O)N2CCC[C@@H]2C(=O)NCc2ccccc2Cl)cc1",
  "elements": ["C", "H", "O", "C", "C", "C", "C", "C", "C", "H", "H", "S", "O", "O", "N", "C", "C", "H", "H", "C", "H", "H", "C", "H", "C", "O", "N", "H", "C", "C", "C", "C", "C", "C", "C", "Cl", "H", "H", "H", "H", "H", "H", "H", "H", "H", "H", "H", "H"],
  "xyz": [[-6.187, -3.195, -0.612], [-6.613, -4.013, -1.191], [-4.837, -3.113, -1.013], [-4.040, -2.179, -0.448], [-2.711, -2.169, -0.890], [-1.813, -1.259, -0.378], [-2.237, -0.349, 0.577], [-3.542, -0.344, 1.021], [-4.451, -1.257, 0.514], [-5.468, -1.242, 0.873], [-3.834, 0.380, 1.766], [-1.070, 0.834, 1.212], [-1.731, 1.727, 2.122], [0.102, 0.146, 1.694], [-0.600, 1.598, -0.198], [-1.658, 2.366, -0.838], [-0.917, 3.446, -1.619], [-1.549, 4.303, -1.841], [-0.534, 3.031, -2.551], [0.246, 3.786, -0.689], [1.103, 4.193, -1.222], [-0.071, 4.483, 0.086], [0.604, 2.430, -0.079], [0.889, 2.515, 0.977], [1.776, 1.749, -0.812], [2.494, 2.337, -1.594], [1.899, 0.452, -0.489], [1.301, 0.085, 0.244], [3.003, -0.352, -0.945], [3.943, -0.781, 0.153], [3.707, -0.504, 1.494], [4.598, -0.912, 2.472], [5.743, -1.607, 2.127], [5.996, -1.901, 0.798], [5.098, -1.489, -0.170], [5.427, -1.871, -1.827], [6.883, -2.444, 0.510], [6.441, -1.924, 2.887], [4.393, -0.685, 3.507], [2.814, 0.030, 1.781], [2.624, -1.246, -1.458], [3.550, 0.251, -1.678], [-2.252, 1.704, -1.473], [-2.310, 2.809, -0.074], [-0.787, -1.237, -0.708], [-2.416, -2.891, -1.635], [-6.729, -2.272, -0.837], [-6.275, -3.422, 0.454]],
  "atomic_forces_ev_per_a": [[-0.3, 0.0, 0.1], [0.0, 0.1, 0.1], [0.3, 0.1, -0.1], [0.1, 0.2, 0.1], [-0.1, 0.0, 0.0], [-0.1, -0.2, -0.1], [0.3, 0.6, 0.3], [0.1, 0.1, 0.1], [-0.2, -0.2, -0.1], [-0.1, 0.0, 0.0], [-0.1, 0.1, 0.1], [-0.2, -0.1, -0.5], [-0.2, -0.1, -0.1], [0.1, -0.1, 0.0], [-0.3, -0.6, 0.8], [-0.8, 0.2, -0.4], [0.0, -0.2, 0.2], [0.0, 0.0, -0.1], [0.0, 0.0, -0.1], [0.0, -0.1, 0.0], [0.0, 0.0, 0.1], [0.0, 0.0, 0.0], [0.7, 0.3, 0.2], [0.1, 0.1, -0.1], [-0.4, 0.1, 0.2], [0.2, 0.3, -0.2], [0.2, -0.5, 0.2], [0.1, 0.1, -0.2], [0.0, 0.1, -0.3], [0.0, 0.0, -0.1], [0.1, -0.1, -0.1], [0.0, 0.0, 0.1], [0.0, 0.0, 0.0], [0.0, 0.0, -0.1], [-0.1, 0.0, 0.3], [0.1, -0.1, -0.2], [0.1, 0.0, -0.1], [0.1, 0.0, 0.1], [0.0, 0.0, 0.1], [-0.1, 0.1, 0.0], [0.1, 0.1, 0.0], [-0.1, -0.2, 0.1], [0.0, 0.1, 0.0], [0.0, 0.1, -0.2], [0.1, -0.1, -0.1], [0.1, -0.1, -0.1], [0.0, 0.0, 0.0], [0.0, 0.0, 0.0]]
}

---

In the order shown, the computed electronic energy values come out to -141474.7488 -105185.1481 -9976.1253 -16106.9251 -54572.0085 eV.